No. 1
# C12H13MnNO11P

A molecular structure, C12H13MnNO11P (ωB97M-V/def2-TZVPD, the OMol25 dataset).

Each line ends with the natural charge from an NBO analysis.
Positions of all 39 atoms, in Å:
Mn 0.29938 -0.23549 -0.69720  0.810
O -3.26402 1.96093 -0.71556  -0.661
C -2.07819 1.37460 -0.53389  0.782
O -1.88710 0.19479 -0.76217  -0.569
C -1.00105 2.23562 -0.01782  0.035
C -1.07707 3.57856 0.31013  -0.185
C 0.08498 4.20385 0.74059  -0.200
C 1.27150 3.48155 0.80170  -0.174
C 1.26380 2.14415 0.44866  0.104
N 0.13489 1.54251 0.08086  -0.361
C 2.47871 1.22903 0.38830  0.749
O 3.55258 1.65054 0.79513  -0.664
O 2.19912 0.07437 -0.08390  -0.707
H -3.84945 1.29303 -1.10276  0.504
H -2.01285 4.11058 0.21654  0.230
H 0.06824 5.25269 1.00571  0.215
H 2.21134 3.92450 1.10074  0.246
O 0.52884 -2.33627 -4.03404  -0.630
C 0.45117 -1.51505 -3.14545  0.667
O 0.39866 -1.79784 -1.87283  -0.786
C 0.37493 0.02353 -3.45554  0.665
O 0.31352 0.42168 -4.60216  -0.640
O 0.36489 0.76530 -2.39463  -0.792
C 2.35485 -2.92918 0.32910  -0.255
O 1.10528 -2.97200 1.04639  -0.823
P 0.08288 -1.74728 1.00017  1.886
O -1.33097 -2.53280 1.08969  -0.829
C -1.83249 -3.12968 -0.11286  -0.256
O 0.17479 -1.30472 2.56097  -0.806
C -0.70015 -0.27598 2.99826  -0.254
H 2.75936 -3.93754 0.38543  0.175
H 3.03504 -2.22031 0.79590  0.194
H 2.18415 -2.64730 -0.70700  0.224
H -2.74964 -3.64839 0.16009  0.175
H -1.11225 -3.83692 -0.52357  0.197
H -2.03806 -2.37141 -0.86704  0.197
H -1.73009 -0.63733 3.04287  0.178
H -0.65304 0.59297 2.33701  0.174
H -0.37644 0.02070 3.99418  0.187

Its total charge is -1. The HOMO-LUMO gap (spin up / spin down) comes out at 6.89 / 6.24 eV. The value obtained for the largest force on an atom is 0.1 eV Å⁻¹. The HOMO energy (spin up / spin down) is -4.98 / -4.35 eV. The spin multiplicity is 2. The lowest unoccupied orbital energy (spin up / spin down) comes out at 1.911 / 1.887 eV.

=====

No. 2
# C12H13N3O6PdS

A molecular structure, C12H13N3O6PdS (ωB97M-V/def2-TZVPD, the OMol25 dataset).

Each line ends with the natural charge from an NBO analysis.
Positions of all 36 atoms, in Å:
Pd 0.62766 -0.36661 0.45969  1.217
O -0.36409 -0.02892 -1.25430  -0.614
C -1.47768 0.26067 -1.71250  0.401
C -2.62526 0.47741 -0.87179  -0.325
C -3.87208 0.80431 -1.43767  -0.205
C -4.95197 1.00494 -0.58820  -0.015
C -4.78945 0.88137 0.80116  -0.155
C -3.55174 0.55870 1.33296  -0.337
C -2.40879 0.34070 0.52242  0.488
O -1.25798 0.04164 1.00768  -0.750
N -6.23067 1.33751 -1.12499  0.353
O -6.33742 1.44091 -2.39783  -0.654
O -7.20812 1.51638 -0.31087  -0.657
H -1.62787 0.36268 -2.79819  0.115
H -3.97787 0.89521 -2.51019  0.223
H -5.62062 1.03467 1.47428  0.227
H -3.44058 0.46651 2.40907  0.199
C 0.43141 -0.52104 3.78921  -0.170
O 0.50771 -0.45887 2.45941  -0.931
H 1.24973 -0.02011 4.36376  0.088
H 0.43222 -1.54212 4.24323  0.088
H -0.47830 -0.06918 4.25407  0.101
C 4.37844 1.22514 -0.52880  -0.399
N 4.29283 -0.17916 -0.81655  -0.373
C 4.85774 -0.80356 -1.91029  -0.086
C 4.57595 -2.11249 -1.84018  -0.099
N 3.83282 -2.31999 -0.70066  -0.542
C 3.62122 -1.11838 -0.04083  0.306
S 2.78575 -0.93260 1.40852  -0.196
H 4.95877 1.72974 -1.30001  0.186
H 4.85400 1.37052 0.44344  0.209
H 3.37040 1.64329 -0.49187  0.248
H 5.42245 -0.26960 -2.65558  0.206
H 4.85070 -2.91045 -2.50847  0.206
H 3.47651 -3.19484 -0.37255  0.427
O 1.69419 -0.54440 -0.79660  -0.783

Its total charge is -2. The HOMO-LUMO gap (spin up / spin down) comes out at 3.14 / 5.40 eV. The value obtained for the largest force on an atom is 6.5 eV Å⁻¹. The HOMO energy (spin up / spin down) is 1.14 / -1.12 eV. The spin multiplicity is 3. The lowest unoccupied orbital energy (spin up / spin down) comes out at 4.281 / 4.280 eV.